[1]
{"formula": "C26H61O10S", "method": "wB97M-V/def2-TZVPD", "symbols": ["C", "C", "S", "O", "C", "C", "C", "C", "C", "C", "H", "H", "H", "H", "H", "H", "H", "H", "H", "H", "H", "H", "H", "H", "H", "H", "H", "H", "H", "C", "O", "C", "C", "O", "C", "C", "O", "C", "H", "H", "H", "H", "H", "H", "H", "H", "H", "H", "H", "H", "H", "H", "C", "O", "C", "C", "O", "C", "C", "O", "C", "H", "H", "H", "H", "H", "H", "H", "H", "H", "H", "H", "H", "H", "H", "C", "O", "C", "C", "O", "C", "C", "O", "C", "H", "H", "H", "H", "H", "H", "H", "H", "H", "H", "H", "H", "H", "H"], "coordinates": [[2.32, 4.01, 2.73], [1.78, 5.30, 2.14], [0.29, 5.79, 3.03], [-0.83, 5.59, 1.92], [-2.15, 5.11, 2.39], [-2.08, 3.87, 3.29], [-2.47, 4.24, 4.72], [-2.98, 2.75, 2.70], [-3.01, 1.53, 3.64], [-2.45, 2.35, 1.30], [1.57, 3.21, 2.68], [2.66, 4.11, 3.75], [3.16, 3.68, 2.11], [1.43, 5.16, 1.12], [2.49, 6.13, 2.15], [0.45, 7.14, 2.99], [-2.65, 5.94, 2.88], [-2.66, 4.92, 1.45], [-1.06, 3.47, 3.26], [-3.47, 4.69, 4.73], [-2.48, 3.38, 5.38], [-1.78, 4.97, 5.14], [-3.98, 3.17, 2.60], [-2.15, 1.52, 4.30], [-3.90, 1.52, 4.26], [-2.98, 0.60, 3.07], [-1.38, 2.56, 1.21], [-2.60, 1.29, 1.11], [-2.95, 2.89, 0.50], [1.86, -0.99, -0.72], [2.15, -1.14, 0.66], [3.11, -0.20, 1.11], [3.10, -0.11, 2.62], [2.00, 0.62, 3.14], [0.75, -0.05, 3.19], [0.63, -1.07, 4.29], [1.28, -2.26, 3.93], [1.50, -3.12, 5.04], [2.75, -1.15, -1.33], [1.12, -1.74, -0.97], [1.45, 0.00, -0.93], [2.90, 0.79, 0.68], [4.11, -0.50, 0.78], [3.99, 0.45, 2.92], [3.15, -1.11, 3.06], [0.51, -0.50, 2.22], [0.01, 0.74, 3.39], [-0.44, -1.27, 4.47], [1.06, -0.66, 5.22], [2.13, -2.63, 5.80], [2.02, -4.00, 4.67], [0.56, -3.42, 5.51], [-6.36, 0.42, 0.89], [-6.65, 0.14, -0.46], [-6.21, 1.16, -1.32], [-6.08, 0.65, -2.74], [-4.91, -0.13, -2.96], [-4.99, -1.50, -2.57], [-5.74, -2.37, -3.55], [-7.13, -2.21, -3.38], [-7.87, -2.72, -4.47], [-6.86, 1.33, 1.23], [-6.71, -0.42, 1.49], [-5.27, 0.52, 1.04], [-5.23, 1.54, -0.99], [-6.92, 1.99, -1.31], [-5.96, 1.53, -3.39], [-6.98, 0.12, -3.04], [-5.41, -1.60, -1.57], [-3.95, -1.84, -2.55], [-5.46, -3.42, -3.37], [-5.44, -2.11, -4.57], [-7.60, -2.21, -5.40], [-8.92, -2.55, -4.27], [-7.70, -3.79, -4.61], [6.13, -1.47, -6.87], [5.93, -2.40, -5.83], [6.99, -3.34, -5.73], [6.97, -4.03, -4.39], [7.48, -3.22, -3.33], [6.59, -2.28, -2.77], [5.61, -2.87, -1.78], [4.54, -3.51, -2.46], [3.82, -4.37, -1.61], [6.17, -1.97, -7.85], [5.28, -0.79, -6.86], [7.05, -0.90, -6.72], [7.95, -2.84, -5.87], [6.88, -4.10, -6.52], [7.65, -4.88, -4.45], [5.97, -4.40, -4.16], [6.06, -1.72, -3.54], [7.23, -1.58, -2.21], [5.21, -2.06, -1.15], [6.13, -3.58, -1.14], [4.45, -5.16, -1.19], [3.02, -4.82, -2.20], [3.37, -3.81, -0.78]], "charge": 1, "spin_multiplicity": 1, "gap_ha": 0.2530}

[2]
{"formula": "C33H45Cl4CoN2O2PSbSi3", "method": "wB97M-V/def2-TZVPD", "symbols": ["Co", "Cl", "C", "C", "Cl", "C", "Cl", "C", "O", "C", "O", "C", "Cl", "C", "C", "C", "C", "C", "C", "P", "C", "C", "C", "C", "C", "C", "C", "C", "C", "C", "C", "C", "H", "H", "H", "H", "H", "H", "H", "H", "H", "H", "H", "H", "H", "H", "C", "Si", "C", "C", "Sb", "Si", "C", "C", "C", "Si", "C", "C", "C", "H", "H", "H", "H", "H", "H", "H", "H", "H", "H", "H", "H", "H", "H", "H", "H", "H", "H", "H", "H", "H", "H", "H", "H", "H", "H", "H", "N", "N", "H", "H", "H", "H"], "coordinates": [[-0.30, 0.14, 0.08], [-5.99, 2.03, -3.43], [-4.86, 1.57, -2.22], [-5.28, 1.54, -0.85], [-6.90, 1.94, -0.47], [-4.40, 1.19, 0.14], [-4.87, 1.15, 1.80], [-3.06, 0.85, -0.16], [-2.20, 0.55, 0.73], [-2.63, 0.86, -1.56], [-1.45, 0.54, -1.81], [-3.57, 1.25, -2.56], [-3.02, 1.29, -4.19], [6.68, -2.50, -2.32], [5.92, -1.92, -3.32], [4.70, -1.32, -3.03], [4.24, -1.28, -1.72], [5.02, -1.86, -0.71], [6.22, -2.47, -1.01], [2.64, -0.54, -1.19], [2.10, 0.29, -2.72], [1.08, -0.18, -3.54], [0.68, 0.55, -4.65], [1.30, 1.75, -4.97], [2.32, 2.23, -4.16], [2.71, 1.51, -3.04], [1.53, -1.99, -1.09], [1.89, -3.27, -1.50], [0.98, -4.31, -1.38], [-0.28, -4.06, -0.88], [-0.64, -2.77, -0.51], [0.26, -1.70, -0.57], [7.62, -2.97, -2.56], [6.27, -1.94, -4.35], [4.11, -0.88, -3.82], [4.66, -1.84, 0.31], [6.81, -2.92, -0.22], [0.57, -1.10, -3.29], [-0.13, 0.18, -5.27], [0.99, 2.31, -5.84], [2.81, 3.16, -4.39], [3.50, 1.89, -2.40], [2.88, -3.46, -1.91], [1.26, -5.31, -1.69], [-1.00, -4.87, -0.80], [-1.65, -2.61, -0.14], [4.11, -0.14, 2.56], [2.69, -1.13, 3.26], [3.03, -1.42, 5.08], [2.47, -2.79, 2.42], [0.55, 0.18, 2.78], [0.88, 2.35, 4.08], [2.21, 3.32, 3.18], [-0.70, 3.36, 4.05], [1.39, 2.07, 5.86], [-1.27, -1.06, 4.09], [-2.51, 0.19, 4.73], [-0.57, -2.03, 5.53], [-2.09, -2.22, 2.87], [5.03, -0.73, 2.57], [4.29, 0.74, 3.17], [3.92, 0.18, 1.54], [3.98, -1.96, 5.17], [2.26, -2.02, 5.56], [3.13, -0.49, 5.64], [3.39, -3.38, 2.50], [2.22, -2.69, 1.36], [1.67, -3.35, 2.89], [1.89, 3.54, 2.15], [3.15, 2.78, 3.13], [2.39, 4.27, 3.68], [-1.00, 3.63, 3.04], [-0.53, 4.29, 4.60], [-1.54, 2.84, 4.52], [2.37, 1.61, 5.93], [0.68, 1.43, 6.38], [1.42, 3.03, 6.38], [-2.09, 0.80, 5.53], [-3.38, -0.34, 5.13], [-2.85, 0.85, 3.93], [-0.01, -1.41, 6.22], [0.08, -2.84, 5.18], [-1.40, -2.49, 6.08], [-2.57, -1.64, 2.08], [-2.86, -2.81, 3.37], [-1.37, -2.90, 2.41], [-0.40, 3.10, 0.04], [0.44, 2.06, -0.48], [0.14, 3.94, 0.22], [-0.79, 2.77, 0.91], [1.41, 2.15, -0.19], [0.41, 2.10, -1.50]], "spin_multiplicity": 5, "gap_ha": [0.2877, 0.2297]}

[3]
{"formula": "C5H9NO2", "method": "wB97M-V/def2-TZVPD", "symbols": ["C", "C", "N", "O", "H", "H", "H", "H", "H", "C", "C", "C", "O", "H", "H", "H", "H"], "coordinates": [[0.76, 3.20, -0.93], [0.93, 1.82, -0.35], [1.37, 0.89, -1.21], [0.70, 1.56, 0.82], [1.70, 3.55, -1.35], [0.01, 3.17, -1.73], [0.43, 3.89, -0.16], [1.50, -0.06, -0.89], [1.56, 1.10, -2.18], [-2.23, -3.26, 0.98], [-1.03, -2.45, 0.96], [-0.04, -1.78, 0.98], [1.08, -1.10, 0.94], [-3.08, -2.65, 1.29], [-2.43, -3.67, -0.01], [-2.12, -4.08, 1.69], [0.91, -0.15, 1.15]], "smiles": "CC(N)=O.CC#CO", "spin_multiplicity": 1, "gap_ha": 0.3416}

| no. | molecular weight (u) | calculated total energy (Eh) |
| --- | --- | --- |
| 1 | 565.83 | -2177.3511 |
| 2 | 939.47 | -6218.1834 |
| 3 | 115.13 | -401.1066 |